Formula: C5H7NO
Source: the OMol25 dataset
Level of theory: ωB97M-V/def2-TZVPD

Last column: Mulliken charge in e.
Positions of all 14 atoms, in Å:
C: -0.031 0.721 -1.447  -0.500
C: 0.987 -0.111 -0.690  -0.066
C: 1.303 0.128 0.633  -0.627
O: -0.095 -0.672 1.945  -0.561
C: -1.246 -0.348 1.547  0.086
N: -1.595 -0.040 0.319  -0.603
C: -0.815 -0.289 -0.746  0.135
H: -0.164 1.734 -1.072  0.242
H: 0.042 0.650 -2.529  0.276
H: 1.463 -0.933 -1.218  0.318
H: 1.042 1.073 1.099  0.284
H: 2.123 -0.411 1.099  0.251
H: -2.050 -0.247 2.289  0.388
H: -0.924 -1.266 -1.217  0.378

Max |F| (eV/A): 0.42
LUMO energy (eV): 0.358
HOMO-LUMO gap (Eh): 0.3399
Energy above the lowest of the compared OMol25 structures with the same formula, charge and spin (eV): 3.078
Total charge: 0
Energy (Ha): -324.6114

Formula: C3H5NOS
Source: the OMol25 dataset
Level of theory: ωB97M-V/def2-TZVPD

Last column: Mulliken charge in e.
Positions of all 11 atoms, in Å:
C: 0.695 1.556 -1.235  -0.496
C: 0.238 0.378 -1.254  0.099
C: -0.825 -1.581 0.676  0.073
N: -0.405 -0.271 0.543  -0.190
O: -0.832 -2.172 1.691  -0.465
S: 0.086 0.484 1.951  -0.169
H: 0.965 1.996 -2.190  0.260
H: 0.673 2.399 -0.400  0.199
H: -0.049 -0.343 -2.068  0.301
H: -1.416 -1.989 -0.214  0.259
H: 0.870 -0.457 2.501  0.128

Max |F| (eV/A): 5.58
LUMO energy (eV): 0.217
HOMO-LUMO gap (Eh): 0.3274
Energy above the lowest of the compared OMol25 structures with the same formula, charge and spin (eV): 4.352
Total charge: 0
Energy (Ha): -645.3517

Formula: C11H10ClF8IN2O5S2Tl
Source: the OMol25 dataset
Level of theory: ωB97M-V/def2-TZVPD

Last column: Mulliken charge in e.
Positions of all 41 atoms, in Å:
C: -3.502 1.185 -0.600  -1.185
C: -2.131 0.487 -0.548  -0.329
O: -1.220 1.352 0.186  -0.338
C: 0.069 1.360 -0.261  -0.145
O: 0.527 2.706 -0.552  -0.365
C: 0.260 3.121 -1.809  0.562
F: -0.967 2.862 -2.199  -0.181
Cl: 1.421 2.569 -3.000  0.071
I: 0.546 5.270 -1.877  0.588
C: 1.046 0.886 0.859  -0.485
C: 0.512 1.275 2.239  -0.558
C: 0.265 2.755 2.410  0.057
O: -0.816 3.083 2.853  -0.480
N: 1.339 -0.555 0.747  0.698
N: 2.089 -1.016 1.824  -0.818
C: 1.748 -2.059 2.426  0.699
S: 1.491 -3.385 3.081  -0.015
S: 2.251 -0.974 -0.707  0.976
O: 2.542 0.180 -1.486  -0.464
O: 3.414 -1.643 -0.274  -0.512
C: 1.166 -2.111 -1.697  0.673
F: 1.835 -2.299 -2.804  -0.209
F: 0.016 -1.502 -2.022  -0.205
C: 0.815 -3.484 -1.024  0.650
F: 0.732 -4.365 -2.004  -0.234
F: 1.763 -3.899 -0.182  -0.234
C: -0.556 -3.506 -0.289  0.459
F: -1.561 -3.617 -1.123  -0.232
F: -0.561 -4.543 0.526  -0.232
F: -0.726 -2.384 0.458  -0.105
H: -3.313 2.239 -0.751  0.323
H: -4.098 1.000 0.284  0.307
H: -4.013 0.815 -1.479  0.421
H: -1.814 0.319 -1.568  0.390
H: -2.267 -0.446 -0.008  0.368
H: 0.205 0.781 -1.170  1.094
H: 1.983 1.439 0.762  0.113
H: -0.452 0.783 2.484  -0.156
H: 1.216 0.982 3.017  0.774
H: 1.007 3.516 2.139  0.459
Tl: -2.265 0.825 3.138  0.803

Max |F| (eV/A): 2.98
LUMO energy (eV): -16.363
HOMO-LUMO gap (Eh): 0.0789
Total charge: +3
Energy (Ha): -3435.1046

Formula: C35H52O13S5
Source: the OMol25 dataset
Level of theory: ωB97M-V/def2-TZVPD

Last column: Mulliken charge in e.
Positions of all 105 atoms, in Å:
C: -1.131 4.173 1.503  -0.126
C: -0.106 3.554 1.673  -0.509
C: 1.088 2.622 1.467  -0.463
C: 1.474 2.528 -0.054  -0.560
C: 0.251 2.202 -0.929  0.845
C: 0.568 2.238 -2.444  0.695
C: 1.869 2.447 -2.971  -0.267
C: 2.026 2.493 -4.402  0.127
O: 3.293 2.682 -4.896  -0.625
C: 0.916 2.341 -5.290  0.306
C: -0.411 2.111 -4.735  0.148
C: -0.568 2.076 -3.328  -1.158
C: -1.647 1.896 -5.599  0.443
O: -2.689 1.533 -5.117  -0.558
C: -1.466 2.129 -7.103  -0.571
C: -0.249 2.351 -7.628  -0.567
C: 1.037 2.414 -6.789  0.812
O: 2.093 2.553 -7.367  -0.627
H: -1.996 4.746 1.192  0.395
H: 0.745 1.615 1.772  0.123
H: 1.933 2.990 2.069  0.456
H: 2.238 1.729 -0.107  0.185
H: 1.946 3.475 -0.381  0.404
H: -0.588 2.918 -0.797  0.220
H: -0.180 1.208 -0.701  -0.457
H: 2.733 2.562 -2.303  -0.191
H: 3.259 3.326 -5.617  0.294
H: -1.581 1.916 -2.938  0.451
H: -2.393 2.109 -7.693  0.392
H: -0.171 2.500 -8.717  0.384
C: -3.275 -2.929 1.077  0.121
C: -2.111 -3.012 2.069  -0.689
C: -0.968 -2.157 1.510  -0.772
S: -1.741 -0.882 0.512  1.222
O: -1.361 -1.081 -0.866  -0.745
O: -1.589 0.396 1.168  -0.544
C: -3.419 -1.452 0.730  -0.678
H: -4.194 -3.330 1.499  -0.459
H: -3.037 -3.503 0.178  0.384
H: -2.429 -2.614 3.036  0.294
H: -1.791 -4.041 2.230  0.359
H: -0.388 -1.689 2.302  0.402
H: -0.312 -2.737 0.862  0.391
H: -3.989 -1.276 -0.180  0.468
H: -3.853 -0.893 1.560  0.244
C: -8.881 -4.918 3.405  -0.605
C: -8.622 -3.556 2.751  -0.783
C: -7.110 -3.428 2.543  -0.470
S: -6.486 -5.101 2.360  1.165
O: -5.625 -5.396 3.479  -0.654
O: -6.060 -5.306 0.996  -0.670
C: -8.051 -5.924 2.614  -0.709
H: -9.940 -5.178 3.394  0.362
H: -8.550 -4.897 4.446  0.289
H: -9.132 -3.514 1.785  0.319
H: -9.005 -2.737 3.359  0.337
H: -6.872 -2.857 1.647  0.327
H: -6.622 -2.981 3.409  0.369
H: -7.893 -6.862 3.141  0.402
H: -8.490 -6.112 1.634  0.334
C: 7.528 1.606 -2.589  -0.593
C: 7.378 3.113 -2.822  -0.737
C: 6.090 3.559 -2.122  -0.326
S: 5.845 2.419 -0.758  1.242
O: 4.643 1.653 -1.009  -0.619
O: 6.061 3.112 0.490  -0.751
C: 7.256 1.385 -1.105  -0.413
H: 8.519 1.250 -2.869  0.394
H: 6.792 1.064 -3.189  0.292
H: 8.233 3.636 -2.386  0.290
H: 7.352 3.358 -3.884  0.359
H: 6.169 4.572 -1.733  0.452
H: 5.227 3.482 -2.785  -0.005
H: 7.028 0.354 -0.861  0.108
H: 8.087 1.741 -0.495  0.329
C: -4.696 4.153 3.737  -0.640
C: -4.744 4.071 5.267  -0.682
C: -5.659 2.899 5.635  -0.661
S: -5.559 1.738 4.271  1.186
O: -6.851 1.665 3.632  -0.688
O: -4.855 0.554 4.701  -0.669
C: -4.474 2.726 3.252  -0.550
H: -3.906 4.820 3.392  0.297
H: -5.649 4.533 3.359  0.347
H: -3.738 3.888 5.652  0.299
H: -5.099 5.001 5.711  0.344
H: -5.337 2.405 6.550  0.352
H: -6.697 3.215 5.731  0.345
H: -4.723 2.584 2.202  0.400
H: -3.451 2.400 3.442  0.313
C: 6.559 -4.769 -0.728  -0.638
C: 7.718 -4.856 0.271  -0.617
C: 8.845 -3.959 -0.254  -0.679
S: 8.051 -2.672 -1.219  1.206
O: 8.443 -2.821 -2.598  -0.688
O: 8.171 -1.410 -0.525  -0.686
C: 6.383 -3.285 -1.031  -0.709
H: 5.645 -5.205 -0.327  0.335
H: 6.818 -5.309 -1.642  0.312
H: 7.385 -4.495 1.247  0.303
H: 8.062 -5.882 0.402  0.320
H: 9.410 -3.502 0.556  0.338
H: 9.518 -4.505 -0.913  0.356
H: 5.817 -3.094 -1.940  0.451
H: 5.930 -2.762 -0.189  0.371

Max |F| (eV/A): 1.85
LUMO energy (eV): -0.682
HOMO-LUMO gap (Eh): 0.2908
SMILES: C#CCCCc1cc(O)c2c(c1)C(=O)C=CC2=O.O=S1(=O)CCCC1.O=S1(=O)CCCC1.O=S1(=O)CCCC1.O=S1(=O)CCCC1.O=S1(=O)CCCC1
Total charge: 0
Energy (Ha): -4333.7810

Formula: C37H80BrF3N6O3P
Source: the OMol25 dataset
Level of theory: ωB97M-V/def2-TZVPD

Last column: Mulliken charge in e.
Positions of all 131 atoms, in Å:
C: 6.653 -3.390 0.371  -1.382
C: 6.245 -2.258 -0.578  -0.317
C: 6.264 -0.885 0.118  -0.866
C: 5.089 0.020 -0.292  -1.225
C: 3.942 -0.001 0.732  0.158
C: 3.978 1.180 1.722  -0.857
C: 2.941 2.256 1.380  -1.118
C: 1.573 1.820 1.937  0.770
C: 1.429 2.164 3.431  -0.905
C: 1.136 1.010 4.402  -1.330
C: 0.152 -0.055 3.942  0.083
C: -1.231 0.493 3.595  0.114
C: -2.385 -0.513 3.768  -1.357
C: -2.049 -1.994 3.523  0.574
C: -3.215 -2.797 2.906  -1.381
C: -2.922 -3.430 1.527  1.055
C: -3.892 -2.999 0.410  -1.248
C: -3.275 -2.543 -0.912  -0.666
N: -2.445 -1.297 -0.842  1.737
C: -2.786 -0.290 -1.757  -1.455
N: -3.301 0.914 -1.315  0.474
C: -2.126 1.920 -1.099  -0.839
N: -2.528 3.267 -1.342  -0.468
P: -4.196 0.880 0.176  0.473
O: -4.515 2.237 0.645  -0.647
N: -2.651 -0.403 -3.048  0.367
Br: -1.926 -1.921 -3.821  0.086
C: -3.131 0.632 -4.001  -0.628
C: -4.640 0.493 -4.236  -0.365
C: -5.028 -0.124 -5.586  -0.811
C: -5.699 -1.481 -5.559  0.452
O: -6.043 -2.040 -6.564  -0.517
O: -5.899 -2.026 -4.313  -0.417
C: -1.045 -1.398 -0.535  -0.246
F: -0.555 -2.607 -0.752  -0.287
F: -0.359 -0.520 -1.276  -0.307
F: -0.815 -1.095 0.734  0.526
H: 7.496 -3.087 0.989  0.378
H: 5.811 -3.621 1.025  0.275
H: 6.906 -4.303 -0.167  0.386
H: 5.225 -2.456 -0.914  0.264
H: 6.911 -2.236 -1.439  0.365
H: 7.200 -0.373 -0.101  0.381
H: 6.219 -1.047 1.197  0.458
H: 5.428 1.052 -0.396  0.450
H: 4.704 -0.294 -1.263  0.517
H: 3.977 -0.930 1.304  0.277
H: 2.976 0.016 0.220  -0.050
H: 3.743 0.804 2.721  0.281
H: 4.981 1.604 1.778  0.524
H: 2.900 2.390 0.296  0.416
H: 3.211 3.221 1.809  0.468
H: 0.763 2.269 1.358  0.059
H: 1.514 0.742 1.776  -0.393
H: 2.365 2.614 3.763  0.502
H: 0.670 2.938 3.547  0.365
H: 2.066 0.513 4.686  0.410
H: 0.721 1.450 5.312  0.377
H: 0.056 -0.798 4.736  0.602
H: 0.546 -0.598 3.079  -0.427
H: -1.428 1.342 4.255  0.696
H: -1.238 0.908 2.582  -0.444
H: -2.772 -0.403 4.782  0.362
H: -3.206 -0.194 3.122  0.473
H: -1.142 -2.110 2.936  -0.684
H: -1.828 -2.433 4.495  0.661
H: -3.496 -3.592 3.596  0.291
H: -4.090 -2.147 2.853  0.623
H: -3.037 -4.508 1.640  0.579
H: -1.886 -3.274 1.241  -0.953
H: -4.516 -3.847 0.120  0.335
H: -4.578 -2.225 0.758  0.301
H: -4.112 -2.303 -1.574  0.160
H: -2.730 -3.352 -1.392  0.440
H: -1.366 1.628 -1.820  0.688
H: -1.742 1.780 -0.088  0.181
H: -2.419 3.829 -0.509  0.293
H: -1.944 3.662 -2.067  0.203
H: -3.407 0.159 1.081  -0.066
H: -5.299 0.091 -0.184  0.108
H: -2.880 1.610 -3.606  -0.035
H: -2.552 0.485 -4.908  0.873
H: -5.109 1.465 -4.105  0.584
H: -5.038 -0.140 -3.446  0.220
H: -4.177 -0.245 -6.255  0.311
H: -5.719 0.540 -6.105  0.380
H: -5.471 -2.890 -4.278  0.316
C: 1.144 6.112 -0.632  -1.304
C: 1.214 6.836 -1.971  -0.410
N: -0.050 6.843 -2.685  0.293
C: 0.078 7.219 -4.084  -0.674
C: 0.544 8.641 -4.413  -1.001
C: -1.190 7.408 -1.984  -0.656
C: -1.152 8.870 -1.527  -1.214
H: 0.729 5.109 -0.753  0.169
H: 2.151 6.013 -0.224  0.456
H: 0.545 6.649 0.104  0.342
H: 1.930 6.306 -2.605  0.444
H: 1.628 7.843 -1.811  0.282
H: -0.883 7.035 -4.573  0.327
H: 0.781 6.515 -4.544  0.421
H: -0.232 9.381 -4.223  0.228
H: 0.799 8.707 -5.471  0.402
H: 1.431 8.920 -3.845  0.274
H: -1.379 6.779 -1.109  0.221
H: -2.063 7.265 -2.627  0.468
H: -0.209 9.122 -1.041  0.259
H: -1.950 9.046 -0.804  0.402
H: -1.306 9.565 -2.351  0.279
C: 1.420 -3.599 1.574  -0.077
C: 2.260 -4.847 1.359  -0.579
N: 2.044 -5.846 2.385  0.168
C: 3.032 -6.912 2.375  -0.713
C: 3.091 -7.831 1.150  -0.996
C: 0.663 -6.250 2.580  -0.598
C: -0.104 -6.806 1.372  -0.942
H: 1.572 -3.195 2.577  0.267
H: 1.704 -2.831 0.851  0.356
H: 0.356 -3.800 1.443  -0.569
H: 3.316 -4.568 1.388  0.283
H: 2.069 -5.229 0.341  0.196
H: 2.883 -7.519 3.272  0.373
H: 4.012 -6.442 2.500  0.423
H: 2.253 -8.526 1.117  0.252
H: 4.003 -8.429 1.187  0.397
H: 3.108 -7.268 0.216  0.273
H: 0.110 -5.387 2.964  0.220
H: 0.641 -6.980 3.392  0.401
H: 0.043 -6.193 0.480  0.168
H: -1.174 -6.818 1.591  0.363
H: 0.185 -7.827 1.131  0.320

Max |F| (eV/A): 1.31
LUMO energy (eV): -4.396
HOMO-LUMO gap (Eh): 0.2012
Total charge: +1
Energy (Ha): -5226.7023

Formula: C7H8N4OS
Source: the OMol25 dataset
Level of theory: ωB97M-V/def2-TZVPD

Last column: Mulliken charge in e.
Positions of all 21 atoms, in Å:
C: -0.475 1.762 -1.637  -0.610
C: -1.488 1.194 -0.912  -0.274
C: 0.806 1.922 -0.985  -0.287
C: -1.308 0.867 0.413  -0.401
C: 1.057 1.442 0.331  -0.684
C: -0.022 0.866 0.997  0.427
C: 0.356 -0.582 2.930  0.676
N: 0.075 -2.667 -0.535  -0.503
N: 0.604 -2.620 -1.507  0.966
N: 1.103 -2.866 -2.543  -0.770
N: 0.090 0.520 2.364  -0.457
O: 0.673 -1.776 2.454  -0.495
S: 0.386 -0.443 4.689  -0.252
H: -0.610 1.981 -2.687  0.412
H: -2.490 1.278 -1.398  0.296
H: 1.612 2.509 -1.518  0.282
H: -2.129 0.457 0.963  0.359
H: 2.011 1.490 0.720  0.516
H: 1.289 -2.104 -3.167  0.276
H: 0.253 -1.954 1.523  0.381
H: 0.831 -1.716 5.088  0.142

Max |F| (eV/A): 4.22
LUMO energy (eV): 0.713
HOMO-LUMO gap (Eh): 0.3391
Energy above the lowest of the compared OMol25 structures with the same formula, charge and spin (eV): 2.703
Total charge: 0
Energy (Ha): -963.8957

> Which value of energy does entry 3 give?

-3435.1046 Ha

> The lowest max |F| belongs to which entry?

C5H7NO